1.
Computed, not measured: 6 unconnected molecules or ions with the total composition C20H55ClN5O9, with ωB97M-V/def2-TZVPD.

Last column: Mulliken charge in e.
CARTESIAN COORDINATES (ANGSTROEM)
Cl (18.60, 16.42, 2.44)  1.5011
O (19.94, 16.84, 2.12)  -0.7001
O (17.80, 16.34, 1.24)  -0.7165
O (18.64, 15.12, 3.07)  -0.5692
O (18.01, 17.38, 3.35)  -0.2701
C (22.68, 14.90, 3.25)  -0.8861
C (22.62, 13.88, 2.10)  0.2893
C (22.12, 12.56, 2.61)  -0.3092
O (23.00, 12.06, 3.60)  -0.3159
C (22.61, 10.80, 4.06)  -0.7502
N (21.66, 14.32, 1.08)  -0.7455
H (22.88, 15.91, 2.90)  0.4060
H (23.35, 14.56, 4.04)  0.4785
H (21.67, 14.94, 3.69)  -0.1622
H (23.61, 13.79, 1.65)  0.3181
H (22.05, 11.83, 1.79)  0.4172
H (21.11, 12.69, 3.02)  -0.0822
H (23.29, 10.50, 4.86)  0.2499
H (22.62, 10.05, 3.27)  0.3057
H (21.58, 10.83, 4.47)  0.3005
H (20.74, 14.40, 1.52)  0.1903
H (21.85, 15.28, 0.83)  0.3166
C (15.95, 12.84, 1.09)  -1.7242
C (14.95, 14.01, 1.15)  1.2008
C (13.53, 13.51, 1.25)  -1.0909
O (12.60, 14.58, 1.20)  -0.1162
C (11.32, 14.12, 1.00)  -0.8819
N (15.23, 14.97, 2.22)  -0.2158
H (16.93, 13.18, 0.78)  0.3531
H (15.59, 12.07, 0.39)  0.4571
H (16.02, 12.34, 2.06)  0.3618
H (15.08, 14.54, 0.21)  -0.1428
H (13.41, 12.97, 2.21)  0.3536
H (13.32, 12.79, 0.44)  0.3740
H (10.63, 14.95, 0.89)  0.2593
H (10.97, 13.47, 1.82)  0.3016
H (11.22, 13.46, 0.11)  0.3386
H (16.16, 15.34, 2.06)  -0.1601
H (15.37, 14.43, 3.08)  0.2345
C (15.67, 20.01, 1.37)  -1.5178
C (14.72, 18.83, 1.33)  0.5158
C (14.87, 18.02, 0.06)  -0.8170
O (13.96, 16.93, 0.07)  -0.1633
C (13.86, 16.38, -1.21)  -0.8996
N (14.79, 18.00, 2.54)  -0.5175
H (16.72, 19.73, 1.31)  0.2657
H (15.45, 20.63, 2.24)  0.4102
H (15.49, 20.74, 0.56)  0.4875
H (13.68, 19.19, 1.30)  0.2367
H (15.86, 17.59, -0.10)  0.2510
H (14.60, 18.71, -0.76)  0.4756
H (13.21, 17.00, -1.85)  0.2993
H (13.41, 15.39, -1.15)  0.1921
H (14.83, 16.30, -1.70)  0.3715
H (15.75, 17.68, 2.70)  -0.0072
H (14.70, 18.66, 3.32)  0.3275
C (21.47, 18.37, 5.18)  -0.8797
C (20.35, 19.31, 5.61)  0.4463
C (20.04, 20.28, 4.47)  -0.7640
O (18.90, 21.04, 4.80)  -0.3444
C (18.62, 21.99, 3.79)  -0.6824
N (19.14, 18.53, 6.00)  -0.3538
H (21.05, 17.63, 4.49)  -0.0930
H (21.82, 17.82, 6.05)  0.1848
H (22.28, 18.88, 4.67)  0.5009
H (20.59, 19.91, 6.49)  0.2865
H (19.92, 19.75, 3.51)  0.2772
H (20.90, 20.96, 4.32)  0.4465
H (18.41, 21.47, 2.85)  0.2353
H (19.48, 22.65, 3.65)  0.3008
H (17.72, 22.53, 4.10)  0.2524
H (18.38, 19.19, 5.79)  0.3517
H (18.97, 17.87, 5.23)  -0.2350
C (20.20, 13.79, 5.79)  -1.8008
C (19.61, 15.12, 6.27)  2.8922
C (18.12, 14.99, 6.43)  -0.9560
O (17.54, 16.17, 6.93)  -0.2770
C (16.15, 16.11, 6.93)  -0.7106
N (20.19, 15.54, 7.56)  -0.7578
H (21.27, 13.89, 5.65)  0.3820
H (19.74, 13.46, 4.85)  0.0493
H (19.97, 13.01, 6.52)  0.5286
H (19.83, 15.89, 5.52)  -1.3647
H (17.91, 14.14, 7.11)  0.4150
H (17.64, 14.74, 5.47)  0.1598
H (15.71, 16.08, 5.92)  0.2045
H (15.79, 17.00, 7.45)  0.2467
H (15.79, 15.25, 7.51)  0.3167
H (21.18, 15.75, 7.44)  0.3432
H (20.26, 14.69, 8.13)  0.3196

Summary:
HOMO-LUMO gap in eV: 8.587
Energy in eV: -60024.91196
Lowest unoccupied orbital energy in eV: 2.8018
Max |F| in eV/Å: 1.4
HOMO energy in eV: -5.8
Charge: -1


2.
Computed, not measured: a molecular structure, C20H55CrCsN5O17S3, with ωB97M-V/def2-TZVPD.

Last column: Mulliken spin population.
CARTESIAN COORDINATES (ANGSTROEM)
Cr (0.96, 0.84, 3.04)  3.9971
Cs (1.54, -2.59, 5.27)  -0.0022
S (2.36, 0.86, 6.05)  0.0044
O (2.04, 0.50, 4.70)  -0.0141
O (3.63, 0.29, 6.44)  0.0003
O (2.41, 2.31, 6.08)  0.0035
O (1.34, 0.37, 6.97)  0.0020
S (-1.59, 1.23, 5.24)  0.0093
O (-0.97, 1.96, 6.35)  0.0033
O (-2.81, 1.80, 4.75)  -0.0010
O (-0.71, 1.18, 4.04)  -0.0264
O (-1.72, -0.06, 5.84)  0.0023
S (-0.05, -1.19, 1.65)  -0.0934
O (0.68, -1.23, 2.89)  0.0574
O (0.62, -1.98, 0.65)  -0.0006
O (-1.44, -1.71, 1.83)  0.0042
O (-0.08, 0.25, 1.39)  -0.0058
C (4.65, 0.04, 0.14)  0.0020
C (3.62, 1.04, 0.58)  0.0047
C (2.91, 1.65, -0.65)  0.0428
O (3.74, 2.38, -1.50)  -0.0005
C (4.05, 3.69, -1.05)  0.0011
N (2.72, 0.31, 1.52)  0.0039
H (5.09, 0.50, -0.74)  0.0019
H (4.19, -0.90, -0.18)  0.0016
H (5.48, -0.07, 0.83)  -0.0016
H (4.06, 1.83, 1.18)  -0.0138
H (2.08, 2.23, -0.25)  -0.0200
H (2.49, 0.78, -1.15)  0.0053
H (4.70, 3.71, -0.17)  -0.0002
H (3.17, 4.26, -0.75)  0.0003
H (4.65, 4.29, -1.73)  0.0001
H (3.18, -0.51, 1.90)  0.0138
H (2.08, -0.22, 0.95)  -0.0357
C (0.62, 3.90, 1.54)  0.0894
C (1.73, 3.91, 2.53)  -0.0474
C (2.07, 5.31, 3.14)  0.0125
O (2.72, 6.22, 2.24)  0.0011
C (2.83, 7.55, 2.71)  0.0016
N (1.38, 2.95, 3.55)  0.0454
H (0.79, 4.60, 0.73)  0.0024
H (-0.40, 4.00, 1.91)  -0.0011
H (0.59, 2.87, 1.17)  -0.0521
H (2.68, 3.64, 2.06)  -0.0265
H (2.63, 5.10, 4.06)  -0.0018
H (1.13, 5.73, 3.49)  0.0008
H (3.33, 8.15, 1.95)  -0.0001
H (3.47, 7.55, 3.59)  -0.0001
H (1.93, 8.08, 3.00)  -0.0001
H (1.93, 3.03, 4.39)  0.0135
H (0.58, 3.44, 3.91)  0.0156
C (2.05, -5.51, -1.65)  0.0002
C (1.67, -4.09, -1.18)  -0.0010
C (2.51, -3.05, -1.88)  0.0008
O (2.63, -3.28, -3.24)  -0.0001
C (3.57, -2.53, -3.89)  0.0002
N (0.22, -3.95, -1.22)  0.0005
H (1.26, -6.24, -1.47)  0.0000
H (2.91, -5.81, -1.05)  0.0002
H (2.23, -5.50, -2.72)  0.0000
H (1.84, -3.92, -0.11)  -0.0001
H (3.51, -2.98, -1.44)  0.0003
H (2.01, -2.08, -1.82)  -0.0001
H (3.23, -1.53, -4.16)  0.0000
H (3.95, -2.94, -4.83)  0.0000
H (4.51, -2.52, -3.34)  0.0000
H (-0.08, -3.62, -2.12)  -0.0001
H (0.18, -3.15, -0.59)  -0.0009
C (-4.57, -1.97, -1.51)  0.0000
C (-4.77, -3.09, -0.45)  0.0001
C (-5.71, -4.24, -0.87)  0.0000
O (-7.10, -3.87, -0.97)  0.0000
C (-7.92, -5.05, -1.20)  0.0000
N (-3.46, -3.61, -0.09)  -0.0001
H (-3.90, -1.17, -1.16)  0.0000
H (-5.52, -1.48, -1.68)  0.0000
H (-4.28, -2.30, -2.51)  0.0000
H (-5.15, -2.75, 0.51)  0.0000
H (-5.64, -4.89, 0.01)  0.0000
H (-5.41, -4.71, -1.81)  0.0000
H (-7.55, -5.63, -2.05)  0.0000
H (-8.95, -4.75, -1.42)  0.0000
H (-7.95, -5.59, -0.25)  0.0000
H (-3.01, -2.94, 0.52)  0.0001
H (-3.61, -4.43, 0.49)  0.0000
C (-3.09, 2.46, -4.30)  0.0000
C (-2.71, 1.05, -4.89)  0.0000
C (-2.60, 0.05, -3.77)  0.0000
O (-1.68, 0.38, -2.69)  -0.0004
C (-0.87, -0.62, -2.23)  0.0013
N (-3.70, 0.70, -5.82)  0.0000
H (-2.36, 2.91, -3.62)  0.0000
H (-3.92, 2.34, -3.61)  0.0000
H (-3.35, 3.14, -5.11)  0.0000
H (-1.79, 1.03, -5.47)  0.0000
H (-2.62, -0.97, -4.15)  0.0000
H (-3.58, 0.06, -3.32)  0.0000
H (-1.21, -1.58, -2.64)  -0.0001
H (-0.93, -0.82, -1.16)  0.0007
H (0.15, -0.77, -2.58)  -0.0008
H (-4.00, 1.56, -6.27)  0.0000
H (-4.51, 0.40, -5.30)  0.0000

Summary:
Multiplicity: 5
HOMO-LUMO gap (alpha / beta) in eV: 1.790 / 2.158
Energy in eV: -125361.24144
Lowest unoccupied orbital energy (alpha / beta) in eV: 4.5946 / 4.5496
Expectation value of S²: 6.007
Max |F| in eV/Å: 6.6
HOMO energy (alpha / beta) in eV: 2.8 / 2.4
Charge: -3


3.
Computed, not measured: a molecular structure, C20H55F2Li2N6O9S2, with ωB97M-V/def2-TZVPD.

Last column: Mulliken spin population.
CARTESIAN COORDINATES (ANGSTROEM)
Li (0.87, 1.96, -0.57)  0.3095
Li (2.77, -0.29, -0.08)  0.3005
N (0.97, 0.20, 0.46)  0.0526
S (-0.18, -0.71, 0.28)  0.1787
O (-1.53, -0.41, 0.71)  0.0672
O (0.28, -2.11, 0.27)  0.0264
F (-0.26, -0.45, -1.34)  -0.0391
S (0.81, 0.19, 2.15)  0.1510
O (0.95, -1.08, 2.80)  0.0542
O (-0.28, 1.03, 2.67)  0.0282
F (2.18, 0.95, 2.38)  -0.0019
C (1.55, -2.37, -4.30)  0.0308
C (1.33, -1.63, -5.56)  -0.0125
C (2.25, -2.15, -6.73)  0.0009
O (3.60, -1.84, -6.32)  -0.0010
C (4.54, -1.90, -7.46)  -0.0002
N (-0.12, -1.81, -5.96)  0.0000
H (2.60, -2.17, -4.06)  -0.0085
H (1.46, -3.45, -4.39)  0.0003
H (0.95, -1.99, -3.48)  0.0122
H (1.54, -0.58, -5.37)  0.0053
H (1.83, -1.65, -7.61)  0.0001
H (2.21, -3.22, -6.91)  0.0002
H (4.32, -2.61, -8.25)  0.0000
H (5.57, -1.98, -7.12)  -0.0001
H (4.75, -0.95, -7.95)  0.0000
H (-0.63, -1.65, -5.10)  0.0006
H (-0.26, -1.02, -6.59)  -0.0002
C (-4.13, 4.81, 2.02)  0.0000
C (-3.30, 4.01, 2.98)  -0.0009
C (-4.28, 3.36, 4.05)  0.0004
O (-3.48, 2.59, 5.01)  -0.0002
C (-4.42, 2.03, 5.97)  0.0001
N (-2.63, 2.98, 2.21)  -0.0013
H (-4.81, 5.43, 2.61)  0.0000
H (-4.75, 4.10, 1.49)  -0.0002
H (-3.60, 5.45, 1.31)  0.0000
H (-2.43, 4.50, 3.43)  0.0012
H (-5.07, 2.75, 3.60)  0.0001
H (-4.83, 4.12, 4.60)  0.0000
H (-4.88, 1.15, 5.52)  0.0000
H (-5.11, 2.67, 6.52)  0.0000
H (-3.88, 1.62, 6.83)  0.0000
H (-3.32, 2.33, 1.85)  -0.0006
H (-2.07, 2.37, 2.77)  -0.0019
C (-2.26, 4.65, -1.47)  -0.0015
C (-1.36, 3.36, -1.29)  -0.0022
C (-0.30, 3.40, -2.47)  -0.0365
O (0.27, 2.12, -2.48)  -0.0595
C (0.44, 1.65, -3.83)  -0.0852
N (-0.70, 3.44, 0.05)  -0.0156
H (-2.64, 4.79, -2.48)  0.0004
H (-1.66, 5.52, -1.20)  0.0005
H (-3.15, 4.65, -0.85)  -0.0002
H (-1.94, 2.44, -1.37)  0.0016
H (0.39, 4.21, -2.20)  0.0207
H (-0.83, 3.54, -3.41)  0.0009
H (1.07, 2.41, -4.28)  -0.0052
H (-0.48, 1.43, -4.38)  -0.0023
H (0.91, 0.66, -3.88)  0.0791
H (-0.35, 4.38, 0.12)  0.0034
H (-1.41, 3.44, 0.76)  0.0121
C (3.81, -3.28, 1.05)  -0.0047
C (4.77, -2.15, 0.86)  -0.0095
C (5.26, -2.07, -0.59)  -0.0067
O (4.36, -1.41, -1.39)  -0.0611
C (4.97, -1.03, -2.66)  -0.0402
N (4.34, -0.87, 1.29)  0.0022
H (3.28, -3.29, 2.00)  0.0011
H (4.37, -4.18, 0.79)  -0.0003
H (3.05, -3.35, 0.27)  0.0071
H (5.61, -2.36, 1.53)  -0.0010
H (5.38, -3.07, -1.00)  0.0025
H (6.24, -1.59, -0.63)  -0.0028
H (5.65, -0.24, -2.33)  0.0198
H (4.28, -0.68, -3.42)  0.0207
H (5.43, -1.85, -3.21)  -0.0020
H (4.89, -0.07, 1.02)  0.0168
H (4.33, -0.92, 2.30)  -0.0040
C (-4.18, -3.24, 2.64)  -0.0007
C (-3.60, -2.51, 3.86)  0.0005
C (-2.15, -2.92, 4.12)  0.0016
O (-1.73, -2.60, 5.46)  -0.0003
C (-0.44, -3.15, 5.76)  -0.0009
N (-3.62, -1.08, 3.52)  0.0001
H (-3.57, -2.84, 1.83)  0.0007
H (-5.25, -3.08, 2.49)  -0.0001
H (-4.03, -4.32, 2.76)  0.0000
H (-4.36, -2.68, 4.63)  -0.0001
H (-1.42, -2.59, 3.38)  -0.0023
H (-2.12, -4.00, 4.03)  0.0000
H (0.03, -2.76, 6.67)  0.0000
H (0.31, -2.86, 5.03)  0.0016
H (-0.62, -4.22, 5.88)  0.0001
H (-2.78, -0.93, 2.98)  -0.0002
H (-3.54, -0.51, 4.35)  0.0000

Summary:
Multiplicity: 2
HOMO-LUMO gap (alpha / beta) in eV: 3.580 / 8.183
Energy in eV: -76510.17705
Lowest unoccupied orbital energy (alpha / beta) in eV: -0.0277 / -0.0678
Expectation value of S²: 0.752
Max |F| in eV/Å: 9.8
HOMO energy (alpha / beta) in eV: -3.6 / -8.3